(1)
Molecular formula: C6H8F3IN3O
Method: DFT, the ωB97M-V functional and the def2-TZVPD basis

## Properties
Total charge: +1
E_LUMO, eV: -5.04
SMILES string: CNCn1c[n+](I)c(C(F)(F)F)c1O
Total energy, hartree: -1069.8545
Multiplicity: 1
Frontier orbital gap, eV: 8.3
F_max, eV Å⁻¹: 5.464
HOMO level, Eh: -0.4897

Last column: Löwdin charge in e.
Atoms and positions in Å:
C -1.1536 0.3370 2.2091  -0.12
N -1.9070 -0.8184 1.6344  -0.11
C -1.0721 -1.6622 0.7306  -0.17
N -0.1210 -0.8444 -0.0811  -0.02
C 1.2720 -1.1882 0.1498  -0.03
N 2.0013 -0.2700 -0.6801  -0.48
I 4.0563 -0.2360 -0.7409  1.06
C 1.0908 0.5879 -1.4009  -0.02
C 1.3734 1.7876 -2.4220  -0.36
F 0.3435 1.9765 -3.3567  0.12
F 2.6409 1.7133 -3.0384  0.05
F 1.3928 2.9756 -1.6143  0.06
C -0.3562 0.2167 -1.0291  -0.10
O -1.5977 0.7272 -1.4290  0.10
H -1.3222 1.2699 1.5461  0.09
H -0.0316 0.1534 2.3476  0.09
H -1.5932 0.6260 3.2355  0.11
H -2.2802 -1.4402 2.3755  0.12
H -0.4836 -2.4425 1.3490  0.14
H -1.7118 -2.2630 -0.0223  0.16
H 1.6474 -1.9868 0.8723  0.17
H -2.1883 0.7806 -0.6352  0.14

***

(2)
Molecular formula: C6H8F5N2
Method: DFT, the ωB97M-V functional and the def2-TZVPD basis

## Properties
Total charge: +1
Relative energy (zero: lowest compared OMol25 entry of this formula, charge and spin), kcal per mole: 16.5
E_LUMO, eV: -3.69
Total energy, hartree: -841.9274
Multiplicity: 1
Frontier orbital gap, eV: 10.2
F_max, eV Å⁻¹: 4.336
HOMO level, Eh: -0.5089

Last column: Löwdin charge in e.
Atoms and positions in Å:
C 1.3259 2.0527 0.5328  -0.15
C 1.7117 -0.3593 -0.0437  -0.01
C 1.8218 2.9921 -0.3237  0.09
C 1.1584 -2.5688 0.4254  -0.02
C -2.4367 0.6607 -0.5799  -0.30
C -2.4404 -0.6152 0.3028  -0.51
N 1.3472 0.7475 0.1371  0.21
N 1.9946 -1.5907 -0.3107  0.07
F -2.2139 1.7622 0.2339  0.06
F -1.4408 0.5876 -1.4176  0.13
F -1.2518 -0.7694 0.9877  0.09
F -2.4238 -1.7480 -0.5080  0.11
F -3.4114 -0.6758 1.1576  0.23
H 0.8369 2.4382 1.3933  0.12
H 2.1303 2.7937 -1.3465  0.08
H -3.4949 0.7828 -1.1226  0.22
H 1.5387 4.0356 -0.0840  0.09
H 1.5989 -3.4882 0.1273  0.09
H 0.0745 -2.5063 0.2697  0.09
H 1.2470 -2.7407 1.4648  0.09
H 2.3279 -1.7905 -1.2957  0.21